Molecular formula: C31H29AsHgN5O8S
Method: DFT, ωB97M-V/def2-TZVPD

```
76
Properties=species:S:1:pos:R:3:forces:R:3
Hg 0.734 1.198 0.240 -0.472 0.399 0.081
C -2.959 3.380 1.731 0.058 -0.067 -0.007
C -1.726 2.948 0.990 0.142 -0.012 -0.204
N -1.219 1.725 1.137 -0.250 -0.073 0.066
N -1.861 0.784 1.858 -0.101 -0.168 0.015
C -1.261 -0.400 1.834 0.118 0.277 -0.053
O -0.145 -0.712 1.274 -0.357 -0.144 0.138
C -2.030 -1.492 2.476 -0.081 -0.171 0.101
C -3.274 -1.290 3.088 0.026 -0.021 0.001
C -3.979 -2.352 3.626 0.006 -0.017 0.010
C -3.467 -3.648 3.570 0.008 0.044 -0.024
C -2.234 -3.858 2.969 0.000 0.013 -0.006
C -1.522 -2.792 2.433 0.002 -0.015 0.032
C -1.083 3.823 0.064 -0.122 -0.223 0.026
C -1.560 5.139 -0.182 0.015 0.085 -0.044
C -0.938 5.928 -1.117 -0.046 -0.084 0.073
C 0.172 5.437 -1.819 -0.011 0.047 -0.073
C 0.595 4.147 -1.529 0.032 0.059 0.025
N 0.000 3.362 -0.647 -0.118 0.061 0.139
H -3.314 2.542 2.327 -0.027 0.040 0.009
H -3.754 3.688 1.043 -0.011 0.020 0.033
H -2.749 4.223 2.398 -0.042 0.015 -0.014
H -3.667 -0.282 3.121 -0.005 -0.005 -0.014
H -4.942 -2.176 4.094 -0.003 0.013 -0.002
H -4.025 -4.478 3.989 -0.005 -0.001 -0.003
H -1.824 -4.861 2.917 0.020 0.006 0.006
H -0.555 -2.931 1.968 -0.012 0.022 0.016
H -2.417 5.509 0.366 0.018 0.018 0.002
H -1.306 6.931 -1.309 -0.003 0.011 0.016
H 0.695 6.041 -2.547 0.035 -0.036 0.006
H 1.465 3.727 -2.024 0.017 0.001 0.047
O 4.309 3.339 2.577 -0.124 -0.214 -0.337
As 3.536 2.690 1.041 0.503 1.165 1.022
O 3.374 3.995 0.074 -0.054 -0.335 -0.333
O 2.191 2.007 1.757 0.533 -0.283 -0.107
C 5.113 1.644 0.523 -0.121 -0.168 -0.504
C 6.267 1.783 1.290 -0.047 -0.040 0.048
C 7.469 1.233 0.869 0.050 -0.019 -0.012
C 7.542 0.541 -0.331 0.044 0.005 0.018
C 6.406 0.397 -1.109 -0.093 0.042 0.028
C 5.202 0.948 -0.689 0.007 0.118 0.187
S 3.801 0.757 -1.786 -0.050 -0.107 0.062
O 3.870 1.830 -2.746 -0.008 0.029 -0.010
O 3.924 -0.577 -2.356 0.047 -0.043 0.017
O 2.672 0.850 -0.839 0.508 -0.047 -0.432
H 3.523 3.641 3.045 0.029 -0.014 0.181
H 6.210 2.339 2.215 0.011 -0.019 0.004
H 8.358 1.356 1.478 -0.011 -0.002 0.020
H 8.486 0.120 -0.659 -0.013 -0.016 -0.009
H 6.425 -0.140 -2.049 0.029 -0.026 0.019
C -1.117 -4.373 -0.767 0.134 0.023 0.096
N -0.759 -3.391 -1.792 -0.206 -0.103 -0.219
N -1.287 -2.112 -1.575 0.166 0.048 0.263
C -0.305 -1.137 -1.747 -0.086 -0.195 0.000
O -0.522 0.062 -1.712 -0.060 0.043 -0.269
C 0.910 -1.881 -2.033 0.093 0.096 0.028
C 0.603 -3.185 -2.021 -0.016 -0.006 -0.102
C 1.491 -4.365 -2.221 0.011 0.021 0.071
C -2.673 -1.908 -1.535 -0.082 0.038 -0.085
C -3.536 -2.781 -2.194 -0.022 -0.038 -0.048
C -4.907 -2.574 -2.134 -0.026 0.010 0.031
C -5.424 -1.501 -1.422 0.033 -0.027 0.027
C -4.555 -0.628 -0.777 -0.015 -0.016 -0.071
C -3.185 -0.819 -0.833 0.089 0.081 0.045
H -2.133 -4.183 -0.432 -0.030 -0.042 -0.040
H -0.456 -4.314 0.102 -0.034 0.050 0.003
H -1.063 -5.373 -1.198 0.002 0.002 -0.009
H 1.874 -1.425 -2.215 -0.028 -0.047 -0.015
H 2.436 -4.029 -2.643 0.008 -0.012 0.015
H 1.029 -5.088 -2.895 0.020 -0.005 -0.014
H 1.703 -4.869 -1.275 -0.021 -0.002 0.001
H -3.129 -3.607 -2.762 0.018 -0.001 0.022
H -5.573 -3.252 -2.654 0.013 -0.023 0.015
H -6.496 -1.354 -1.361 0.002 0.023 -0.018
H -4.941 0.214 -0.216 0.019 0.000 0.020
H -2.512 -0.135 -0.335 -0.055 -0.034 -0.009
```
Positions in Å, forces in eV/Å.

Values from the calculation:
Gap between HOMO and LUMO (alpha / beta), eV: 3.634 / 6.062
ΔE to the lowest compared entry with this formula, charge and spin, kJ/mol: 90.4
LUMO (alpha / beta), eV: 4.210 / 4.209
Largest force on an atom, eV Å⁻¹: 1.63
2S+1: 2
Net charge: -2
HOMO (alpha / beta), eV: 0.58 / -1.85
E_tot, eV: -132297.0808

Molecular formula: C10H16O
Method: DFT, ωB97M-V/def2-TZVPD

```
27
Properties=species:S:1:pos:R:3:forces:R:3
C 1.842 -1.607 -0.810 2.704 -1.935 0.575
C 3.253 -1.020 -0.919 2.655 2.471 -0.184
C 0.677 -0.766 -1.122 -2.114 -1.544 -1.326
C -0.566 -1.520 -1.521 -0.145 3.412 -0.341
C 0.675 0.599 -1.084 -2.444 1.711 -0.323
C -1.720 -0.776 -1.882 3.798 1.058 1.156
C -0.565 1.326 -1.317 0.685 1.683 1.421
C -1.637 0.662 -1.774 -2.829 -1.775 -0.358
O -2.787 1.388 -2.119 -0.533 -0.433 0.553
H 1.956 -2.538 -1.450 -0.992 0.861 0.842
H 1.831 -1.925 0.252 -0.668 -0.189 -0.528
H 4.045 -1.262 -0.108 -1.852 0.138 -0.755
H -0.578 -2.581 -1.709 0.325 -0.190 0.392
H 1.465 1.320 -0.940 0.720 -0.778 0.503
H -2.610 -1.199 -2.236 -1.047 -0.753 -0.461
H -0.810 2.436 -0.940 1.222 -2.452 -1.352
H -3.633 0.911 -1.907 1.552 0.433 -0.274
H 3.263 0.142 -0.964 -0.074 -1.906 0.138
H 3.843 -1.327 -1.820 -0.955 0.206 0.340
C -1.416 0.847 3.627 -0.759 -1.952 2.414
C -0.624 1.092 2.388 1.558 1.435 0.666
H -1.946 1.720 4.071 0.242 -0.486 -0.740
H -2.135 -0.006 3.496 0.286 0.953 0.195
H -0.748 0.499 4.499 -0.836 0.391 -1.318
H 0.405 1.229 2.764 -0.115 0.425 -0.673
H -0.954 1.995 1.895 0.085 0.336 -0.205
H -0.528 0.358 1.627 -0.467 -1.120 -0.358
```
Positions in Å, forces in eV/Å.

Values from the calculation:
Gap between HOMO and LUMO, eV: 9.336
ΔE to the lowest compared entry with this formula, charge and spin, kJ/mol: 257.8
LUMO, eV: 0.790
Largest force on an atom, eV Å⁻¹: 4.11
HOMO, eV: -8.55
E_tot, eV: -12675.0529

Molecular formula: C22H52ClO18P2S5
Method: DFT, ωB97M-V/def2-TZVPD

```
100
Properties=species:S:1:pos:R:3:forces:R:3
C -4.216 2.715 3.311 5.689 0.571 -7.231
C -3.462 2.865 2.108 -4.169 -0.790 7.774
C -2.437 3.086 0.805 0.316 -0.201 1.296
C -0.893 3.053 1.447 -0.995 -0.003 -2.157
C 0.048 2.034 0.552 -0.308 1.505 1.229
C 0.490 0.733 1.460 -1.316 0.109 -0.708
C -0.762 -0.074 2.152 -0.238 -0.482 -0.205
Cl 1.531 1.406 2.861 -0.378 -0.822 -1.327
P -0.304 4.866 1.333 -0.236 -1.760 -0.961
P 1.208 5.260 2.885 1.222 3.253 1.909
O 1.473 6.819 3.034 -0.698 -4.782 -0.345
O 2.685 4.462 2.323 -2.772 1.470 -0.065
O 0.790 4.539 4.431 0.542 1.365 -1.835
H -4.417 2.446 4.456 0.598 0.817 -3.320
H -2.632 2.204 0.057 0.344 1.601 1.530
H -2.635 4.089 0.234 -0.298 -1.778 1.215
H -0.552 1.735 -0.407 1.382 0.114 1.563
H 1.026 2.658 0.281 -1.820 -1.663 0.252
H 1.058 -0.005 0.752 -0.505 1.392 1.743
H -1.793 0.442 1.859 2.279 -1.176 0.703
H -0.686 -0.146 3.337 -0.058 0.437 -2.675
H -0.733 -1.199 1.759 -0.269 2.426 0.740
H -1.441 5.677 1.740 0.814 -0.598 0.394
H 2.723 4.679 1.338 -0.221 -0.324 1.739
H 0.098 5.094 4.899 1.243 -0.637 -1.197
O 5.425 6.444 -0.228 1.142 0.127 0.459
S 6.356 6.713 0.849 -0.527 -0.371 0.750
O 7.643 7.329 0.616 -0.675 -0.429 -0.385
O 6.575 5.346 1.711 -0.405 1.301 -0.192
C 7.021 4.179 1.032 0.485 -0.792 -0.549
C 8.493 4.269 0.674 0.190 0.154 -0.136
C 5.516 7.645 2.104 0.033 -0.143 0.095
H 6.408 3.991 0.144 -0.023 0.155 0.113
H 6.872 3.335 1.713 -0.208 0.379 0.066
H 8.673 5.059 -0.062 -0.042 -0.150 0.170
H 8.848 3.327 0.247 -0.075 0.051 0.072
H 9.092 4.509 1.558 -0.085 -0.078 -0.117
H 4.557 7.173 2.319 0.029 -0.027 -0.026
H 5.360 8.656 1.720 0.084 -0.221 -0.100
H 6.144 7.682 2.997 -0.051 -0.067 -0.185
O -5.858 -0.583 2.242 0.772 -1.079 -0.016
S -4.867 -1.522 2.725 0.062 0.255 0.231
O -3.703 -1.879 1.945 -1.114 0.296 0.272
O -5.620 -2.888 3.201 0.505 0.884 0.344
C -6.444 -3.570 2.265 -0.352 -0.527 -0.796
C -5.619 -4.308 1.226 0.196 -0.026 -0.248
C -4.318 -0.991 4.327 -0.002 -0.168 0.094
H -7.148 -2.876 1.793 0.139 0.073 0.101
H -7.038 -4.297 2.829 0.190 0.285 0.193
H -5.065 -3.609 0.593 -0.063 -0.064 0.081
H -6.259 -4.911 0.578 0.008 0.110 0.207
H -4.884 -4.959 1.709 -0.135 0.065 -0.015
H -5.186 -0.751 4.942 0.045 -0.063 -0.136
H -3.699 -0.101 4.189 -0.106 -0.089 -0.238
H -3.724 -1.788 4.780 -0.109 0.074 -0.135
O 11.735 5.328 -0.627 -0.181 -0.661 -1.058
S 11.248 5.039 -1.960 -0.102 0.378 -0.139
O 10.703 3.748 -2.315 0.595 0.757 0.550
O 12.400 5.440 -3.042 -1.014 0.215 0.471
C 13.688 4.850 -2.913 0.845 -0.606 0.064
C 13.684 3.397 -3.353 -0.187 -0.316 0.082
C 10.065 6.283 -2.412 0.100 0.032 -0.171
H 14.058 4.952 -1.887 -0.189 0.035 -0.044
H 14.367 5.416 -3.559 -0.368 0.162 0.089
H 13.071 2.784 -2.687 0.097 0.092 -0.080
H 14.697 2.987 -3.348 -0.039 0.132 -0.027
H 13.264 3.300 -4.359 0.118 0.060 0.109
H 10.475 7.267 -2.184 -0.007 -0.157 0.010
H 9.159 6.109 -1.827 0.221 -0.026 -0.021
H 9.842 6.188 -3.477 0.086 -0.046 0.168
O -7.010 -4.885 -3.783 -0.600 -0.069 0.945
S -7.744 -4.377 -2.643 -0.467 0.752 0.030
O -7.651 -4.988 -1.336 -0.343 0.637 -1.163
O -9.317 -4.235 -3.047 1.167 0.512 0.268
C -10.001 -5.386 -3.527 -0.510 -0.972 -0.186
C -10.307 -6.362 -2.405 0.182 -0.167 0.260
C -7.394 -2.645 -2.470 -0.155 0.011 -0.015
H -9.430 -5.869 -4.327 0.079 0.140 0.106
H -10.943 -5.041 -3.965 0.306 0.278 0.080
H -9.389 -6.785 -1.988 -0.131 0.029 -0.061
H -10.923 -7.190 -2.768 0.012 0.136 -0.040
H -10.832 -5.858 -1.588 0.014 -0.053 -0.164
H -7.494 -2.161 -3.441 -0.018 -0.122 0.093
H -6.368 -2.547 -2.105 -0.133 -0.171 -0.038
H -8.087 -2.215 -1.743 0.096 -0.129 -0.102
O -3.224 -9.691 -2.552 -0.386 0.504 0.950
S -3.263 -8.816 -1.399 -0.050 0.683 -0.137
O -4.045 -9.128 -0.223 0.446 -0.102 -1.028
O -3.636 -7.307 -1.893 1.094 -1.057 0.602
C -4.838 -7.112 -2.628 -1.194 0.132 -0.459
C -6.061 -7.193 -1.733 0.021 -0.586 0.223
C -1.598 -8.484 -0.883 0.010 0.167 0.003
H -4.904 -7.825 -3.456 0.151 -0.010 0.124
H -4.785 -6.110 -3.068 0.309 -0.201 0.160
H -6.188 -8.202 -1.329 0.079 0.043 -0.083
H -6.967 -6.939 -2.289 0.427 -0.159 0.088
H -5.961 -6.514 -0.880 -0.015 -0.169 -0.316
H -1.001 -8.210 -1.753 -0.139 -0.015 0.073
H -1.202 -9.395 -0.427 -0.215 0.070 -0.109
H -1.609 -7.677 -0.147 -0.067 -0.118 -0.139
```
Positions in Å, forces in eV/Å.

Values from the calculation:
Gap between HOMO and LUMO, eV: 4.645
LUMO, eV: 1.671
Largest force on an atom, eV Å⁻¹: 9.22
Net charge: -1
HOMO, eV: -2.97
E_tot, eV: -145780.6254

Copy entry 2 word for word.
Molecular formula: C10H16O
Method: DFT, ωB97M-V/def2-TZVPD

```
27
Properties=species:S:1:pos:R:3:forces:R:3
C 1.842 -1.607 -0.810 2.704 -1.935 0.575
C 3.253 -1.020 -0.919 2.655 2.471 -0.184
C 0.677 -0.766 -1.122 -2.114 -1.544 -1.326
C -0.566 -1.520 -1.521 -0.145 3.412 -0.341
C 0.675 0.599 -1.084 -2.444 1.711 -0.323
C -1.720 -0.776 -1.882 3.798 1.058 1.156
C -0.565 1.326 -1.317 0.685 1.683 1.421
C -1.637 0.662 -1.774 -2.829 -1.775 -0.358
O -2.787 1.388 -2.119 -0.533 -0.433 0.553
H 1.956 -2.538 -1.450 -0.992 0.861 0.842
H 1.831 -1.925 0.252 -0.668 -0.189 -0.528
H 4.045 -1.262 -0.108 -1.852 0.138 -0.755
H -0.578 -2.581 -1.709 0.325 -0.190 0.392
H 1.465 1.320 -0.940 0.720 -0.778 0.503
H -2.610 -1.199 -2.236 -1.047 -0.753 -0.461
H -0.810 2.436 -0.940 1.222 -2.452 -1.352
H -3.633 0.911 -1.907 1.552 0.433 -0.274
H 3.263 0.142 -0.964 -0.074 -1.906 0.138
H 3.843 -1.327 -1.820 -0.955 0.206 0.340
C -1.416 0.847 3.627 -0.759 -1.952 2.414
C -0.624 1.092 2.388 1.558 1.435 0.666
H -1.946 1.720 4.071 0.242 -0.486 -0.740
H -2.135 -0.006 3.496 0.286 0.953 0.195
H -0.748 0.499 4.499 -0.836 0.391 -1.318
H 0.405 1.229 2.764 -0.115 0.425 -0.673
H -0.954 1.995 1.895 0.085 0.336 -0.205
H -0.528 0.358 1.627 -0.467 -1.120 -0.358
```
Positions in Å, forces in eV/Å.

Values from the calculation:
Gap between HOMO and LUMO, eV: 9.336
ΔE to the lowest compared entry with this formula, charge and spin, kJ/mol: 257.8
LUMO, eV: 0.790
Largest force on an atom, eV Å⁻¹: 4.11
HOMO, eV: -8.55
E_tot, eV: -12675.0529

E_tot of number 2 (C10H16O)? -12675.0529 eV

What is the E_tot in the first record? -132297.0808 eV

Look up the largest force on an atom of the third one. 9.22 eV Å⁻¹